Record 1
A 5-piece molecular cluster, C39H46F4N2 overall. Source: the Open Molecules 2025 dataset; level of theory: the ωB97M-V functional and the def2-TZVPD basis.

Element x y z (Å)
C -3.0354 0.1028 -0.8999
C -1.9634 -0.5578 -0.0266
C -0.5717 -0.6921 -0.6869
C -0.2076 0.3629 -1.7301
C 1.3072 0.7046 -1.6700
C 1.5554 1.8751 -0.7158
C 3.0163 2.0098 -0.2542
C 3.1721 1.6938 1.2373
C 4.4317 2.2956 1.8919
C 4.2695 2.7904 3.3259
C 4.1469 1.7293 4.4387
C 4.1194 2.4498 5.8060
C 5.2974 0.8245 4.4092
N 6.1898 0.1022 4.4572
C 2.8089 0.9095 4.3337
C 2.8964 -0.3744 3.6487
N 2.9905 -1.3615 3.0737
H -2.9009 -0.1183 -1.9568
H -4.0213 -0.2252 -0.5751
H -2.9955 1.1876 -0.7962
H -2.3062 -1.5630 0.2214
H -1.8663 -0.0055 0.9085
H -0.5086 -1.6848 -1.1375
H 0.1774 -0.6809 0.1080
H -0.7399 1.2984 -1.5483
H -0.4697 0.0553 -2.7347
H 1.6716 0.9383 -2.6710
H 1.8256 -0.1776 -1.2888
H 1.2107 2.7781 -1.2090
H 0.8876 1.7182 0.1353
H 3.6525 1.3498 -0.8412
H 3.3450 3.0395 -0.4102
H 3.2363 0.6111 1.3468
H 2.2806 2.0234 1.7699
H 5.2716 1.6038 1.8209
H 4.7147 3.1669 1.2955
H 5.1476 3.3909 3.5710
H 3.4082 3.4581 3.4064
H 4.3535 1.7739 6.6223
H 4.8146 3.2855 5.7867
H 3.1207 2.8653 5.9388
H 2.4594 0.7052 5.3469
H 2.0494 1.5124 3.8432
F -1.7542 -0.9870 -4.2573
C -1.0189 -1.8123 -5.0345
C -1.6300 -2.4318 -6.1052
C -0.8746 -3.2792 -6.9022
C 0.4665 -3.4966 -6.6185
C 1.0561 -2.8631 -5.5335
C 0.3134 -2.0100 -4.7302
H -2.6778 -2.2515 -6.3041
H -1.3368 -3.7712 -7.7472
H 1.0504 -4.1606 -7.2413
H 2.0998 -3.0343 -5.3070
H 0.7558 -1.5063 -3.8812
F -3.4219 -5.1315 4.1421
C -2.2093 -4.5419 4.0632
C -2.0398 -3.2904 4.6185
C -0.7913 -2.6904 4.5325
C 0.2603 -3.3369 3.8972
C 0.0601 -4.5957 3.3472
C -1.1817 -5.2098 3.4288
H -2.8731 -2.8010 5.1048
H -0.6412 -1.7090 4.9637
H 1.2277 -2.8576 3.8236
H 0.8749 -5.1014 2.8469
H -1.3575 -6.1911 3.0089
F -4.3176 -6.0294 -2.6156
C -4.6516 -5.0891 -1.7087
C -4.5366 -5.3867 -0.3659
C -4.8777 -4.4134 0.5620
C -5.3295 -3.1706 0.1393
C -5.4388 -2.8980 -1.2174
C -5.0943 -3.8605 -2.1550
H -4.1849 -6.3626 -0.0596
H -4.7867 -4.6272 1.6185
H -5.5923 -2.4144 0.8671
H -5.7872 -1.9293 -1.5494
H -5.1615 -3.6663 -3.2169
F -0.4922 4.2491 -1.3977
C -0.3653 5.5363 -1.7834
C -0.4368 5.8372 -3.1280
C -0.3045 7.1615 -3.5189
C -0.1011 8.1552 -2.5712
C -0.0312 7.8245 -1.2251
C -0.1658 6.5042 -0.8205
H -0.5923 5.0456 -3.8486
H -0.3618 7.4169 -4.5683
H 0.0025 9.1859 -2.8819
H 0.1293 8.5965 -0.4847
H -0.1201 6.2236 0.2232

Computed properties:
- structure (SMILES) = CCCCCCCCCC[C@](C)(C#N)CC#N.Fc1ccccc1.Fc1ccccc1.Fc1ccccc1.Fc1ccccc1
- Kohn-Sham gap (eV) = 9.5
- charge = 0
- spin multiplicity = 1

Record 2
C39H46OP2Zr as an isolated structure in a non-equilibrium geometry. Source: the Open Molecules 2025 dataset; level of theory: the ωB97M-V functional and the def2-TZVPD basis.

Element x y z (Å)
Zr -1.1945 -0.2787 2.2282
C 5.1165 1.5986 1.9531
C 4.2144 1.5374 0.9687
C 4.1774 0.6190 -0.2304
C 3.2966 -0.6487 -0.1068
C 3.5710 -1.4539 1.1335
C 4.7316 -1.5127 1.8264
C 6.0216 -0.7850 1.5296
C 6.2629 0.6370 2.0940
C -0.0402 -1.0771 3.9582
H 5.1036 2.4377 2.6653
H 3.4359 2.3200 0.9144
H 5.1787 0.3217 -0.5478
H 3.8455 1.2254 -1.0949
H 2.2303 -0.3636 -0.1190
H 3.5222 -1.2716 -0.9986
H 2.8173 -2.2390 1.3086
H 4.7834 -2.2203 2.6719
H 6.1706 -0.7416 0.4455
H 6.8455 -1.4351 1.8695
H 6.6572 0.6224 3.1268
H 7.0995 1.0153 1.4711
H 0.4901 -0.3380 4.5811
H 0.7514 -1.7421 3.5977
H -0.7062 -1.7043 4.5877
P -3.0478 1.5947 -1.7793
P -3.4985 -1.4110 -1.6533
C -2.4115 0.5912 -3.1686
C -2.7465 -0.7236 -3.1659
C -4.0032 2.8191 -2.8531
C -3.7079 3.1031 -4.1981
C -4.4712 4.0272 -4.9291
C -5.5522 4.6722 -4.3215
C -5.8879 4.3788 -2.9895
C -5.1236 3.4492 -2.2735
C -1.4742 2.4354 -1.3699
C -0.5219 1.6876 -0.6656
C 0.6633 2.2729 -0.2767
C 0.9640 3.5935 -0.6212
C 0.0389 4.3221 -1.3803
C -1.1880 3.7567 -1.7364
C -4.8254 -2.3369 -2.6429
C -5.7923 -1.5635 -3.3183
C -6.7435 -2.1677 -4.1480
C -6.7421 -3.5667 -4.2896
C -5.8032 -4.3530 -3.6066
C -4.8653 -3.7340 -2.7643
C -2.3366 -2.7921 -1.3481
C -2.5084 -3.4896 -0.1374
C -1.7409 -4.6158 0.1269
C -0.7737 -5.0426 -0.7940
C -0.5620 -4.3135 -1.9631
C -1.3136 -3.1681 -2.2275
H -1.8058 1.0481 -3.9660
H -2.6256 -1.3836 -4.0406
H -2.8755 2.6101 -4.6951
H -4.2080 4.2320 -5.9751
H -6.1491 5.3864 -4.8935
H -6.7467 4.8680 -2.5198
H -5.3851 3.2076 -1.2434
H -0.7141 0.6304 -0.4182
H 1.3376 1.7238 0.3705
H 1.9025 4.0399 -0.2956
H 0.2715 5.3432 -1.6760
H -1.9156 4.3379 -2.3082
H -5.7748 -0.4768 -3.2046
H -7.4696 -1.5448 -4.6857
H -7.4730 -4.0397 -4.9490
H -5.7788 -5.4435 -3.7322
H -4.1401 -4.3419 -2.2212
H -3.2659 -3.1572 0.5835
H -1.9219 -5.1984 1.0297
H -0.2081 -5.9560 -0.6139
H 0.1699 -4.6466 -2.7007
H -1.1131 -2.5944 -3.1308
C 3.2674 0.5101 6.8751
C 4.3949 0.4747 5.9340
C 5.1171 1.7465 5.7583
C 4.8896 -0.7902 5.3736
O -0.0278 0.9560 1.7522
H 3.6161 0.4078 7.9204
H 2.5255 -0.2769 6.6936
H 2.7744 1.4914 6.7997
H 5.8785 1.9130 6.5510
H 5.6109 1.8795 4.7798
H 4.3972 2.5774 5.8584
H 4.0879 -1.5446 5.3891
H 5.2114 -0.7066 4.3194
H 5.7386 -1.2317 5.9421

Computed properties:
- Kohn-Sham gap (eV) = 3.7
- charge = +2
- spin multiplicity = 1

Record 3
C39H47AlAsClF7KMgN5O11S2 as an isolated structure in a non-equilibrium geometry. Source: the Open Molecules 2025 dataset; level of theory: the ωB97M-V functional and the def2-TZVPD basis.

Element x y z (Å)
C -2.6916 -3.3873 2.1134
C -3.3474 -4.2196 0.9075
C -4.7047 -3.5722 0.3980
C -4.3704 -2.6803 -0.8520
C -3.8757 -3.4777 -2.0969
C -3.9014 -2.6294 -3.4184
C -2.3421 -2.4965 -3.7427
C -1.9919 -1.4003 -4.7983
C -0.4920 -1.5094 -5.2920
C 0.3212 -2.6608 -4.5474
C 1.9092 -2.6057 -4.7882
C 2.2097 -1.6816 -6.0317
N 2.2387 -0.8665 -6.8543
C 2.5770 -2.0845 -3.4380
C 1.8265 -0.7275 -3.0897
N 1.3641 0.3028 -2.9466
C 4.1148 -1.6910 -3.5792
C 5.1094 -2.3311 -2.5182
C 5.0782 -1.7531 -1.0246
S 4.3764 -0.0703 -0.8223
C 3.3143 -0.1281 0.7262
S 4.0839 -0.5996 2.0942
N 1.9001 0.2214 0.6072
C 1.4020 1.0632 1.6944
C 1.1503 0.6385 3.0951
C 0.6100 1.4842 4.1704
C 0.2631 2.9002 3.7951
C 0.4995 3.3874 2.4200
C 1.0647 2.4865 1.3599
C 1.0273 -0.9639 0.6335
C -0.4720 -0.6747 0.4460
C -1.5118 -1.7168 0.4959
C -1.0796 -3.1339 0.7399
C 0.4066 -3.4321 0.9173
C 1.4715 -2.3654 0.8701
O 2.3627 -2.9471 -2.3117
N 2.3925 -4.2973 -2.6592
O 1.3652 -4.7965 -2.4124
H -2.7791 -3.9476 3.0902
H -1.5796 -3.2162 1.9042
H -3.2757 -2.4199 2.1711
H -3.6145 -5.2312 1.3539
H -2.6134 -4.4087 0.0739
H -5.3688 -4.4245 0.0380
H -5.2684 -3.0337 1.2125
H -5.2744 -2.0336 -1.0560
H -3.5417 -1.9861 -0.5218
H -4.4476 -4.5136 -2.2013
H -2.7880 -3.7521 -1.9052
H -4.4197 -1.6376 -3.3027
H -4.3757 -3.1585 -4.2950
H -1.8947 -2.1342 -2.7695
H -1.9889 -3.5295 -4.0096
H -2.1093 -0.3993 -4.2700
H -2.7295 -1.3846 -5.6498
H -0.0431 -0.4743 -5.1655
H -0.4929 -1.7710 -6.3917
H 0.1539 -2.7290 -3.4377
H -0.0660 -3.6354 -4.9829
H 2.2475 -3.6341 -5.0976
H 4.4352 -2.1222 -4.5860
H 4.2407 -0.5687 -3.6946
H 4.9426 -3.4510 -2.4304
H 6.1642 -2.2286 -2.9277
H 6.1662 -1.6989 -0.7003
H 4.6086 -2.5173 -0.3349
H 1.3906 -0.4333 3.3572
H 0.4697 1.0916 5.2179
H -0.1820 3.5408 4.6145
H 0.2397 4.4294 2.0748
H 1.2031 2.8639 0.3167
H -0.7973 0.3896 0.2699
H -2.5726 -1.3783 0.3415
H -1.8771 -3.9216 0.8023
H 0.7245 -4.4874 1.1310
H 2.5512 -2.5998 1.0300
F -2.9525 3.9346 3.1830
As -3.6001 2.3151 2.6507
F -5.0513 2.6018 3.6053
F -2.8223 1.5726 4.0502
F -4.2193 0.7457 2.1303
F -2.1251 2.0634 1.6996
F -4.3566 3.0996 1.2614
Mg -1.5948 5.2075 4.1792
F -0.0716 -2.3712 1.5783
K 3.2987 1.2081 -5.7369
C 3.1059 1.0416 8.2268
C 3.3795 2.2686 9.0478
O 3.1178 3.3356 8.1326
C 2.2665 2.8416 7.1851
O 1.7134 3.5036 6.3664
O 2.1291 1.4945 7.2954
H 2.7193 0.2166 8.8240
H 3.9870 0.6995 7.6772
H 2.7021 2.3609 9.9003
H 4.4080 2.3095 9.4066
C -0.5069 5.3646 -6.7024
C -1.8082 5.6480 -6.6943
C -2.6719 5.2592 -5.5556
O -3.8547 5.5143 -5.5478
C -2.0316 4.5449 -4.4265
C -0.7300 4.2624 -4.4365
C 0.1311 4.6516 -5.5750
O 1.3238 4.3945 -5.5832
H 0.1392 5.6406 -7.5264
H -2.2912 6.1699 -7.5109
H -2.6771 4.2686 -3.6017
H -0.2457 3.7403 -3.6201
N 3.4329 6.2833 6.9940
O 3.8271 7.2048 7.7486
O 3.0443 6.5338 5.8578
O 3.4692 5.0781 7.4129
Al 5.3792 5.7332 7.2297
O -1.8629 2.6662 7.6966
H -1.5602 2.9431 6.8340
Cl -5.6361 -5.3880 -3.1866

Computed properties:
- Kohn-Sham gap (eV) = 1.1
- charge = +1
- energy relative to the best compared isomer or geometry (same formula, charge and spin) (kcal/mol) = 66.9
- spin multiplicity = 1

Record 4
A 19-piece molecular cluster, C39H47Cl54FNOP2S2 overall in a non-equilibrium geometry. Source: the Open Molecules 2025 dataset; level of theory: the ωB97M-V functional and the def2-TZVPD basis.

Element x y z (Å)
C 4.5470 -1.3840 -0.3862
C 3.8943 -1.0814 -1.7637
C 4.2270 0.3266 -2.3072
C 3.3162 1.4810 -1.8316
C 2.2324 1.8314 -2.8660
C 1.0498 2.6682 -2.3307
C -0.1358 1.8507 -1.8031
C 0.2068 0.7630 -0.7593
C -1.0510 -0.0387 -0.5205
C -1.4336 -0.9038 -1.5389
F -0.7223 -0.9774 -2.6388
C -2.5810 -1.6901 -1.4322
C -2.9456 -2.5722 -2.5781
C -4.1118 -2.3493 -3.2658
C -4.5074 -3.1579 -4.3053
C -3.6848 -4.2093 -4.6327
C -2.4918 -4.4189 -3.9763
C -2.1047 -3.6100 -2.9468
C -3.3083 -1.5999 -0.2725
P -4.8051 -2.7052 -0.1428
S -6.4005 -1.6256 -0.4523
N -2.9520 -0.7557 0.7255
P -3.9034 -0.6493 2.2388
S -3.0028 -1.4957 3.7290
C -1.8390 0.0222 0.5926
C -1.4897 0.9872 1.6972
C -2.4248 2.2239 1.6385
O -3.0352 2.5639 0.5872
H 5.4733 -0.8214 -0.2242
H 4.8351 -2.4418 -0.3541
H 3.8376 -1.2563 0.4418
H 4.3294 -1.7956 -2.4732
H 2.8144 -1.2799 -1.6868
H 4.2530 0.2470 -3.4036
H 5.2463 0.5648 -1.9740
H 3.9581 2.3622 -1.6856
H 2.9335 1.2332 -0.8291
H 1.8866 0.8904 -3.3270
H 2.7134 2.4141 -3.6621
H 0.7330 3.3342 -3.1433
H 1.3948 3.3243 -1.5149
H -0.9244 2.4871 -1.3724
H -0.5922 1.3594 -2.6748
H 0.6975 1.1442 0.1389
H 0.9306 0.0736 -1.2214
H -4.7683 -1.5188 -3.0046
H -5.4468 -2.9876 -4.8228
H -3.9376 -4.9024 -5.4217
H -1.8644 -5.2554 -4.2758
H -1.1660 -3.7672 -2.4186
H -4.8210 -3.2731 1.1498
H -4.6883 -3.7114 -1.1225
H -4.2451 0.7019 2.4670
H -5.1192 -1.3317 2.0399
H -0.4813 1.3959 1.5768
H -1.4901 0.5052 2.6845
H -2.5987 2.8210 2.5638
C 3.9773 -5.5124 -1.3466
Cl 3.8596 -6.1707 0.2826
Cl 2.9765 -4.0679 -1.5653
Cl 5.6606 -5.1421 -1.7290
H 3.6263 -6.2691 -2.0376
C 4.2047 -8.0008 -4.9785
Cl 5.6265 -8.9381 -4.5305
Cl 2.9781 -8.0853 -3.7048
Cl 4.6407 -6.3235 -5.3107
H 3.7844 -8.4281 -5.8802
C 5.3888 4.6740 -2.9438
Cl 3.7625 5.1617 -2.4562
Cl 6.3495 4.2221 -1.5338
Cl 5.3285 3.3438 -4.1061
H 5.8656 5.5198 -3.4231
C 2.4097 8.4473 -0.5813
Cl 3.6975 7.8982 0.4951
Cl 3.0370 9.5769 -1.7810
Cl 1.6302 7.0713 -1.3754
H 1.6664 8.9613 0.0136
C -5.4585 4.7435 1.2127
Cl -5.9859 3.2478 1.9924
Cl -6.2050 4.9135 -0.3739
Cl -5.8208 6.1387 2.2288
H -4.3848 4.6918 1.0786
C 6.3976 -9.6449 1.5712
Cl 6.3496 -8.2418 0.5026
Cl 5.5240 -9.3468 3.0763
Cl 5.7519 -11.0674 0.7506
H 7.4376 -9.8362 1.8282
C -2.9784 8.9980 2.7338
Cl -2.5739 9.6938 4.3043
Cl -3.0023 10.2438 1.4876
Cl -1.8379 7.7169 2.3094
H -3.9681 8.5634 2.7995
C 0.0982 10.5771 6.8499
Cl -0.6786 10.3574 8.4195
Cl 0.0187 12.2680 6.3471
Cl 1.7723 10.0204 6.8995
H -0.4358 9.9789 6.1211
C -1.9520 0.3902 -5.8719
Cl -3.4336 -0.1752 -6.6441
Cl -0.8771 1.1376 -7.0518
Cl -2.3229 1.5246 -4.5667
H -1.4448 -0.4660 -5.4434
C -1.9027 6.0801 -3.8055
Cl -1.5061 4.9231 -5.0783
Cl -1.2449 5.5413 -2.2537
Cl -1.2989 7.6855 -4.2050
H -2.9807 6.1306 -3.7145
C -0.3851 11.3090 -2.5438
Cl 1.0761 12.2870 -2.4155
Cl -0.6613 10.8217 -4.2211
Cl -0.2827 9.8899 -1.4960
H -1.2266 11.9087 -2.2204
C -3.8062 10.8560 -6.1801
Cl -3.3905 12.0221 -7.4357
Cl -4.9272 11.5627 -5.0138
Cl -4.4824 9.3860 -6.8876
H -2.9000 10.5899 -5.6531
C -5.0749 -7.9961 -3.6729
Cl -5.7361 -8.4578 -2.1053
Cl -5.2871 -6.2608 -3.9578
Cl -3.3668 -8.4297 -3.7829
H -5.6131 -8.5362 -4.4419
C 4.9036 -11.2404 6.1633
Cl 5.0170 -12.7175 5.2080
Cl 3.2591 -11.0098 6.7620
Cl 6.0509 -11.2773 7.5040
H 5.1550 -10.4012 5.5261
C 0.4824 -9.3804 8.6941
Cl -1.0729 -10.0259 8.1667
Cl 1.0918 -8.1942 7.5380
Cl 0.3529 -8.6737 10.3046
H 1.1902 -10.1990 8.7429
C -6.0893 -1.0851 9.2208
Cl -7.4762 -1.5826 8.2514
Cl -4.7398 -0.6137 8.1787
Cl -6.5256 0.2335 10.3057
H -5.7736 -1.9289 9.8202
C -3.7129 2.4184 5.9563
Cl -5.1044 1.8933 4.9972
Cl -2.4066 2.9617 4.8898
Cl -4.1631 3.7055 7.0630
H -3.3660 1.5733 6.5383
C 10.7182 -9.9444 3.2549
Cl 10.2049 -10.1760 4.9252
Cl 11.1840 -11.4785 2.5241
Cl 9.4332 -9.1709 2.3128
H 11.5798 -9.2887 3.2503

Computed properties:
- Kohn-Sham gap (eV) = 7.5
- charge = +1
- energy relative to the best compared isomer or geometry (same formula, charge and spin) (kcal/mol) = 24.5
- spin multiplicity = 1

For reference, HOMO by record: -9.135; -11.657; -7.375; -11.719 eV.